ORCA calculation (wB97M-V/def2-TZVPD) on a structure of composition C48H127F3N11O13V in a non-equilibrium geometry.

For the relative energy (zero: lowest compared OMol25 entry of this formula, charge and spin), the calculation gives 0.0 kJ/mol. The calculation puts the HOMO energy (alpha / beta) at -12.201 / -12.201 eV. The LUMO energy (alpha / beta) is -7.966 / -7.002 eV. For the orbital gap (alpha / beta), the calculation gives 4.23 / 5.20 eV.

ORCA input file:
```
! wB97M-V def2-TZVPD RIJCOSX def2/J DEFGRID3
* xyz 2 3
V 3.5642 -0.3548 1.4164
C 0.6112 0.7767 1.1060
O 0.1986 -0.5391 0.7164
O 1.9008 0.7645 1.5263
C 0.1848 1.8348 0.0853
F 0.3905 1.4250 -1.1789
F -1.0982 2.1294 0.2626
F 0.8596 2.9902 0.2039
C -0.9734 -0.7094 -0.1371
C -1.2209 -2.1990 -0.0244
H -1.5085 -2.4725 0.9890
H -2.0057 -2.4967 -0.7215
H -0.3022 -2.7051 -0.2982
H -0.7023 -0.4748 -1.1626
H -1.8279 -0.1597 0.2542
H -0.0444 0.8873 1.9900
C -1.8794 1.9188 -7.9510
C -1.2724 0.7842 -7.1240
C -0.9788 1.1972 -5.7037
O 0.0006 2.2036 -5.6620
C 0.5458 2.3561 -4.3854
N -2.1802 -0.3915 -7.1164
H -1.9484 1.6155 -8.9993
H -1.1641 2.7468 -7.9811
H -2.8626 2.2657 -7.6354
H -0.4064 0.4217 -7.6825
H -0.6986 0.2777 -5.1684
H -1.9142 1.5779 -5.2641
H 1.0110 3.3379 -4.3420
H 1.2115 1.5330 -4.0838
H -0.2289 2.3075 -3.6017
H -2.8571 -0.2915 -6.3608
H -2.7600 -0.3841 -7.9484
C -0.9595 -4.9691 2.5060
C 0.1071 -6.0519 2.1987
C 0.6451 -6.6191 3.4935
O 1.4485 -5.6271 4.1400
C 2.0986 -6.2050 5.2582
N -0.6129 -7.1128 1.4883
H -1.2865 -4.5619 1.5446
H -0.6289 -4.0956 3.0898
H -1.8181 -5.3932 3.0238
H 0.8627 -5.6585 1.5196
H 1.2239 -7.5068 3.2227
H -0.1794 -6.8673 4.1688
H 2.7681 -5.4579 5.6982
H 2.7443 -7.0381 4.9756
H 1.3809 -6.4371 6.0490
H -0.9413 -6.7953 0.5730
H -1.4484 -7.4017 1.9845
C -4.3709 -0.3328 -1.1315
C -5.3324 -1.3615 -1.7305
C -6.7569 -1.1185 -1.3126
O -6.7968 -1.0165 0.0878
C -8.1126 -0.8988 0.6084
N -5.1507 -1.3408 -3.2140
H -3.3453 -0.3500 -1.4994
H -4.3455 -0.5260 -0.0559
H -4.8350 0.6364 -1.3303
H -4.9983 -2.3591 -1.4124
H -7.3821 -1.9757 -1.6102
H -7.1569 -0.2306 -1.8236
H -8.6178 -1.8679 0.5170
H -8.6921 -0.1823 0.0159
H -8.0338 -0.5797 1.6416
H -4.1900 -1.6536 -3.3432
H -5.6643 -2.1437 -3.5810
C 6.6141 0.9753 -0.0785
C 6.1219 1.2884 1.3228
C 6.7475 2.5787 1.8430
O 6.3868 2.7068 3.1967
C 6.4413 4.0518 3.6519
N 4.6369 1.4813 1.3237
H 6.2245 0.0164 -0.4418
H 7.6984 0.9260 -0.1496
H 6.2640 1.7558 -0.7570
H 6.4667 0.5496 2.0581
H 6.4078 3.4270 1.2361
H 7.8350 2.5116 1.7153
H 5.5567 4.5996 3.3233
H 7.3952 4.5507 3.4651
H 6.4224 4.0180 4.7449
H 4.4703 2.2126 0.5919
H 4.4533 2.0749 2.1554
C 1.6844 2.4651 6.6734
C 1.7527 2.6392 5.1608
C 3.0622 3.2406 4.6788
O 3.1885 3.2462 3.2693
C 2.2682 4.0980 2.5809
N 1.4420 1.3234 4.5584
H 1.8548 3.4268 7.1577
H 2.4678 1.8017 7.0474
H 0.7094 2.0496 6.9161
H 0.9536 3.3351 4.8743
H 3.8846 2.6029 5.0324
H 3.2429 4.2265 5.1207
H 2.4993 5.1509 2.7518
H 1.2313 3.9006 2.8646
H 2.3736 3.7830 1.5489
H 1.2971 1.3634 3.5512
H 0.5328 0.9899 4.8748
C -2.9297 3.3076 4.5068
C -2.8546 2.4217 3.2716
C -2.8958 0.9444 3.5794
O -1.6738 0.4819 4.1280
C -1.5239 -0.9176 4.0459
N -3.9852 2.7188 2.3977
H -3.2563 4.3316 4.3382
H -1.9495 3.3321 4.9972
H -3.5875 2.8850 5.2719
H -1.8905 2.6524 2.7818
H -3.1096 0.4138 2.6355
H -3.7358 0.6894 4.2368
H -0.7718 -1.2356 4.7712
H -1.1693 -1.1887 3.0411
H -2.4572 -1.4386 4.2723
H -3.8890 2.2182 1.5188
H -4.0278 3.7104 2.1569
C 3.4577 -1.6841 5.4748
C 3.5827 -1.6338 3.9547
C 2.3592 -2.2216 3.2923
O 2.4480 -2.0101 1.8550
C 1.7701 -3.0371 1.0921
N 3.7445 -0.1871 3.5209
H 2.7450 -0.9145 5.7853
H 4.3863 -1.5342 6.0216
H 3.0286 -2.6292 5.8143
H 4.5005 -2.1696 3.6884
H 1.4304 -1.7813 3.6575
H 2.3928 -3.2948 3.5037
H 0.8247 -3.2889 1.5619
H 2.3701 -3.9457 1.1905
H 1.6648 -2.7146 0.0651
H 4.5968 0.1207 3.9993
H 3.0191 0.3241 4.0949
C 0.9325 -4.8536 -6.3638
C -0.3237 -4.0463 -6.6390
C -0.3265 -2.7820 -5.7969
O -0.5586 -3.1073 -4.4233
C -0.8266 -1.9620 -3.6878
N -0.3527 -3.7355 -8.0755
H 1.8305 -4.2388 -6.4686
H 0.9764 -5.7622 -6.9617
H 0.9955 -5.1906 -5.3228
H -1.2283 -4.6119 -6.4051
H -1.1270 -2.1146 -6.1464
H 0.6211 -2.2284 -5.8597
H -0.0986 -1.1428 -3.8031
H -0.8909 -2.1728 -2.6187
H -1.8024 -1.4957 -3.9083
H 0.5719 -3.4490 -8.3936
H -0.8638 -2.8612 -8.2100
C 6.8370 5.0994 -0.9324
C 5.4156 5.5172 -1.3099
C 4.3363 4.9317 -0.4045
O 4.1892 3.5295 -0.5644
C 3.3245 3.1544 -1.6294
N 5.3255 6.9691 -1.3476
H 7.0395 5.4062 0.0985
H 7.5761 5.6344 -1.5267
H 6.9078 4.0229 -1.0878
H 5.2483 5.0576 -2.3006
H 3.4061 5.4470 -0.6685
H 4.5904 5.1544 0.6341
H 2.3499 3.6370 -1.5358
H 3.1548 2.0764 -1.5901
H 3.7697 3.3910 -2.5978
H 5.9661 7.3528 -2.0335
H 4.4075 7.2313 -1.6997
C -4.2533 -5.2736 -0.7797
C -3.7442 -5.8156 -2.1141
C -2.6193 -6.8196 -1.8621
O -1.4790 -6.2489 -1.2245
C -0.8159 -5.2890 -2.0130
N -4.8720 -6.4556 -2.7928
H -3.6332 -4.4356 -0.4449
H -4.3353 -6.0246 0.0043
H -5.2262 -4.8001 -0.9302
H -3.3596 -4.9945 -2.7208
H -2.3071 -7.2854 -2.8058
H -2.9491 -7.5978 -1.1724
H -1.3690 -4.3542 -2.1657
H -0.5653 -5.7066 -2.9906
H 0.0431 -4.9385 -1.4331
H -5.2392 -7.2058 -2.2151
H -4.5704 -6.8918 -3.6591
C -1.6071 5.2552 0.9175
C -2.8723 5.6559 0.1752
C -3.0778 4.8631 -1.1085
O -4.1100 5.5176 -1.8165
C -4.3674 4.8919 -3.0637
N -4.0377 5.5955 1.0683
H -1.7666 4.2640 1.3455
H -1.4397 5.9793 1.7161
H -0.7429 5.2088 0.2540
H -2.7314 6.6847 -0.1891
H -3.3810 3.8301 -0.8877
H -2.1287 4.9380 -1.6520
H -4.9556 5.5935 -3.6520
H -4.9586 3.9897 -2.8760
H -3.4725 4.6498 -3.6444
H -4.8629 5.7689 0.4944
H -4.0346 6.4274 1.6549
*
```

=====

ORCA calculation (wB97M-V/def2-TZVPD) on a cluster of 14 separate species, C48H128N4O18 in total in a non-equilibrium geometry.

For the relative energy (zero: lowest compared OMol25 entry of this formula, charge and spin), the calculation gives 369.1 kJ/mol. The calculation puts the HOMO energy at -8.215 eV. The LUMO energy is 0.446 eV. For the orbital gap, the calculation gives 8.66 eV.

ORCA input file:
```
! wB97M-V def2-TZVPD RIJCOSX def2/J DEFGRID3
* xyz 0 1
C 3.5165 -1.8871 -4.3370
C 5.0239 -2.0993 -4.1217
C 5.7894 -1.2121 -5.0077
O 5.3437 -1.8849 -2.6748
H 2.9627 -2.5496 -3.7281
H 3.2243 -2.2110 -5.3445
H 3.3539 -0.8215 -4.1585
H 5.2507 -3.1029 -4.2200
H 5.6501 -0.1337 -4.7290
H 5.4173 -1.3354 -6.0132
H 6.8339 -1.5043 -4.9636
H 5.1626 -0.9452 -2.5677
C -3.5902 -0.0815 0.6230
C -2.1839 0.4616 0.3369
C -2.3171 1.9751 0.4331
O -1.3389 0.0567 1.3782
H -3.6769 -1.1662 0.3769
H -4.3662 0.5093 0.1140
H -3.7595 0.0807 1.6727
H -1.8574 0.1336 -0.6970
H -1.4274 2.4958 0.1026
H -2.7579 2.1592 1.4374
H -3.1018 2.2234 -0.2952
H -0.8564 -0.7504 1.1659
C 4.9077 -0.9185 1.5226
C 4.1520 0.4227 1.6339
C 4.9666 1.4095 2.4760
O 3.9471 0.9374 0.3064
H 5.8668 -0.6388 1.1632
H 4.3833 -1.5242 0.8182
H 5.0480 -1.4388 2.5001
H 3.1708 0.2181 1.9922
H 5.8387 1.6427 1.9202
H 5.2812 0.9518 3.4407
H 4.4198 2.2728 2.7335
H 3.0892 0.6924 -0.1309
C 5.1686 -4.6754 0.9450
C 5.5517 -4.0165 -0.3377
C 6.2223 -4.9605 -1.2876
O 4.2962 -3.5716 -0.8405
H 4.5966 -3.9883 1.5696
H 5.9745 -5.0133 1.5897
H 4.5142 -5.5340 0.7115
H 6.2198 -3.1889 -0.2056
H 6.2932 -4.4791 -2.2586
H 5.6625 -5.8666 -1.3185
H 7.2813 -5.1746 -0.9878
H 4.5012 -3.0806 -1.6601
C -2.9224 -11.3317 3.3695
O -2.8898 -10.2838 2.4374
C -4.0727 -10.2472 1.6044
C -4.0320 -9.0332 0.6996
N -4.1737 -7.8184 1.5591
C -4.2012 -6.6236 0.7235
C -4.4754 -5.3118 1.4296
O -3.3061 -4.8528 2.0803
C -3.4489 -3.5293 2.6054
H -1.9208 -11.1274 3.9225
H -2.8648 -12.3523 2.9982
H -3.7872 -11.3187 4.0269
H -5.0182 -10.1817 2.1988
H -4.1294 -11.2297 1.1575
H -4.8255 -9.0556 -0.0224
H -3.1247 -8.9925 0.0944
H -3.4502 -7.7802 2.2205
H -4.9914 -6.7608 -0.0519
H -3.3132 -6.4203 0.1567
H -5.3366 -5.3643 2.1704
H -4.8797 -4.6090 0.6840
H -2.5509 -3.3480 3.1716
H -4.3671 -3.3711 3.2165
H -3.4531 -2.7586 1.7824
C -0.6665 3.8679 -2.4042
O -0.1376 2.5353 -2.3647
C 1.2651 2.4119 -2.6338
C 1.6330 0.9719 -2.5442
N 1.5749 0.2803 -1.2294
C 1.8196 -1.1810 -1.2619
C 1.4897 -1.9291 0.0336
O 0.1004 -2.1799 0.2428
C -0.3226 -3.4585 -0.1918
H -0.0401 4.5196 -1.8417
H -1.6213 3.9385 -1.8753
H -0.8582 4.1201 -3.4554
H 1.8072 3.0057 -1.8689
H 1.5270 2.7314 -3.6530
H 2.6923 0.8212 -2.8978
H 0.9929 0.4327 -3.2690
H 0.7218 0.5538 -0.6373
H 2.8697 -1.3153 -1.4689
H 1.3148 -1.6181 -2.1461
H 1.7565 -1.3239 0.9150
H 2.1507 -2.7904 0.1004
H 0.0781 -4.1918 0.5395
H -0.0631 -3.6897 -1.2323
H -1.4092 -3.5665 0.0096
C 1.4329 3.1012 0.9512
O 1.4045 3.5030 2.3044
C 0.1563 3.2393 3.0111
C 0.4144 2.8602 4.5416
N 1.1232 1.6257 4.7514
C 0.7383 0.4433 3.9511
C 1.4295 -0.8049 4.4502
O 1.2356 -1.8750 3.4970
C 2.2072 -2.8831 3.8749
H 0.6891 3.6465 0.3312
H 1.1178 2.0367 0.7168
H 2.4458 3.1965 0.5101
H -0.4006 2.4639 2.5515
H -0.4110 4.1662 2.8955
H -0.6142 2.7741 5.0193
H 0.8978 3.7361 5.0123
H 2.1503 1.7491 4.6438
H 1.0146 0.6301 2.8571
H -0.3634 0.3741 3.9593
H 1.0256 -1.2290 5.3764
H 2.4872 -0.5625 4.5066
H 3.1649 -2.3861 4.0395
H 2.2802 -3.5666 3.0427
H 1.8706 -3.3046 4.8253
C -5.1855 2.9201 -2.9381
O -4.5780 3.8539 -2.0295
C -5.4644 4.3044 -1.0049
C -4.6389 4.8534 0.1052
N -5.5533 5.5391 0.9751
C -5.0661 6.0364 2.2362
C -5.0563 4.9764 3.3462
O -3.9095 4.1451 3.1428
C -3.6642 3.0323 4.1121
H -6.0749 3.4412 -3.3809
H -5.6552 1.9955 -2.4619
H -4.4695 2.6638 -3.7267
H -6.0004 3.4449 -0.5956
H -6.1861 5.0012 -1.3881
H -3.9205 5.5772 -0.2670
H -4.1477 4.1094 0.6900
H -5.8237 6.3069 0.3961
H -5.7147 6.8986 2.5024
H -4.0657 6.4491 2.1257
H -6.0147 4.3605 3.4753
H -4.9501 5.6503 4.2496
H -3.4004 3.3590 5.0994
H -2.8532 2.4260 3.6628
H -4.6050 2.5379 4.1278
C 0.4422 -7.4409 3.9239
C -0.3857 -7.1455 2.6702
O -0.9571 -5.8429 2.8235
H 0.7939 -8.4589 3.9286
H -0.1486 -7.2351 4.7826
H 1.2755 -6.7583 3.8339
H -1.1144 -7.9105 2.5279
H 0.3115 -7.2311 1.8378
H -1.6173 -5.7089 2.1020
C 2.4480 5.9074 -3.3455
C 2.1209 6.3735 -4.7679
O 0.7148 6.4845 -4.8346
H 1.8109 5.0369 -3.1738
H 2.3137 6.6899 -2.5707
H 3.5026 5.5747 -3.3382
H 2.4967 5.6624 -5.4661
H 2.5665 7.3831 -4.9893
H 0.4033 6.7655 -5.6999
C -3.0808 -2.9426 -4.7456
C -3.7403 -2.9823 -3.4250
O -3.3527 -1.8388 -2.6225
H -3.5076 -2.2979 -5.4593
H -3.0388 -3.9361 -5.1762
H -2.0948 -2.5738 -4.6375
H -3.4424 -3.8999 -2.9484
H -4.8276 -3.0625 -3.4114
H -3.5704 -1.0438 -3.0916
C 4.9370 3.1683 -2.1105
C 5.8305 1.9378 -2.4754
O 5.0933 0.7760 -2.0356
H 3.9763 3.2601 -2.6275
H 5.4309 4.1186 -2.3547
H 4.9117 3.1627 -1.0125
H 6.8066 2.0951 -2.0097
H 5.9698 1.7349 -3.5366
H 4.8829 0.7127 -1.0959
C -0.9423 6.6529 0.9842
C 0.6042 6.7648 0.7324
O 0.9220 6.2546 -0.5786
H -1.3689 5.7517 0.5222
H -1.5055 7.5837 0.6890
H -1.1012 6.4765 2.0617
H 1.1533 6.0787 1.3854
H 0.9780 7.7687 0.8990
H 0.4466 6.8306 -1.1857
C -2.7346 6.8920 -3.1050
C -1.8984 7.9237 -2.3706
O -0.5176 7.6758 -2.4352
H -2.8332 5.9139 -2.6828
H -2.3703 6.7709 -4.1850
H -3.7411 7.2464 -3.2279
H -2.0719 7.8279 -1.3233
H -2.2829 8.9195 -2.6849
H -0.1844 7.1846 -3.2160
*
```